Entry 1:
12
Properties=species:S:1:pos:R:3:forces:R:3 method="wB97M-V/def2-TZVPD" smiles="O=C1CC=CC1" lumo_energy_ev=0.83 largest_force_ha_per_bohr=0.066 gap_ev=9.5
H 1.314 1.919 0.283 -0.463 -0.271 -0.041
H -0.175 0.915 1.104 3.215 0.731 0.733
H -2.213 -0.565 -0.357 0.064 -0.074 -0.298
C 1.212 -0.335 0.135 -0.208 -0.267 0.303
O 2.352 -0.724 0.281 -0.639 0.428 -0.186
H 0.175 -1.654 -1.165 0.065 -0.212 0.074
H -0.095 -2.041 0.534 -0.058 0.177 -0.064
H -1.306 1.923 -0.308 -0.260 -0.187 -0.145
C -1.177 -0.268 -0.304 -0.111 0.252 -0.589
C -0.006 -1.214 -0.179 -0.051 -0.174 -0.156
C 0.661 1.044 0.251 -0.773 0.002 1.559
C -0.742 1.001 -0.275 -0.781 -0.406 -1.191


Entry 2:
123
Properties=species:S:1:pos:R:3:forces:R:3 method="wB97M-V/def2-TZVPD" smiles="O=C1C=C(CC(=O)O)C(=O)C(CC(=O)Cl)=C1.CC(C)=O.CC(C)=O.CC(C)=O.CC(C)=O.CC(C)=O.CC(C)=O.CC(C)=O.CC(C)=O.CC(C)=O.CC(C)=O" lumo_energy_ev=-0.75 largest_force_ha_per_bohr=0.013 gap_ev=8.2
O 10.325 4.732 -3.924 -0.016 -0.002 0.005
C 9.874 2.441 -3.473 0.029 0.147 0.166
H -2.256 2.031 1.734 0.082 0.024 0.100
H 8.701 3.095 -5.969 0.042 -0.133 -0.010
H -1.702 0.732 2.811 0.027 0.129 0.029
H -3.444 -0.280 -0.517 -0.106 0.033 0.092
H 8.391 -2.219 -0.574 0.001 0.040 0.007
H -10.380 5.237 3.054 -0.106 0.037 -0.037
C 9.261 6.338 -8.903 -0.008 0.009 0.029
H -1.826 -4.693 -6.002 0.033 -0.102 -0.006
H -0.091 -5.055 -6.116 -0.078 -0.084 -0.004
C 5.847 1.211 -2.424 0.289 0.043 -0.114
H -8.501 1.899 7.735 -0.009 -0.017 0.007
H 7.459 -2.483 3.092 0.123 -0.027 -0.015
C 7.270 -7.189 1.445 -0.095 0.156 -0.113
H 6.720 -7.824 2.141 0.090 -0.077 0.010
O -10.366 2.527 4.525 -0.098 0.034 -0.269
H -3.981 2.852 3.608 0.143 0.005 0.076
C -12.756 0.054 7.296 0.012 -0.008 -0.087
H 10.567 1.660 -3.792 -0.096 -0.065 -0.066
C -12.178 4.013 4.885 0.029 -0.169 0.124
C -2.455 1.013 2.073 -0.152 -0.161 -0.111
O 3.170 0.459 -3.822 -0.109 0.424 0.150
H -9.749 3.711 2.401 -0.002 -0.004 0.008
H -8.395 -1.218 5.542 -0.101 0.069 -0.074
C -0.125 0.374 -1.723 0.006 -0.388 0.188
H -1.897 -5.780 -3.569 0.031 -0.067 -0.064
H 8.457 -3.330 0.812 0.145 0.109 0.050
O 7.521 -4.864 1.857 -0.057 -0.166 0.170
C 8.546 -2.291 0.501 -0.032 0.118 -0.334
H 1.285 1.666 -1.412 -0.087 0.116 -0.403
H 10.208 6.379 -10.817 0.000 -0.005 0.009
H 8.528 6.953 -10.823 -0.019 0.113 0.023
H 8.206 6.475 -7.051 0.010 0.002 -0.001
C -8.743 1.255 6.892 0.264 0.114 0.105
H -12.003 5.051 5.175 -0.069 0.041 -0.085
H -4.076 -2.691 0.363 -0.087 0.099 0.063
C -7.654 -0.451 5.310 0.255 -0.031 0.037
H 10.410 2.704 -6.248 -0.092 -0.093 0.000
C -12.823 -0.259 5.820 0.151 0.155 -0.014
H -0.162 -6.145 -3.678 -0.072 -0.055 -0.062
C -4.230 -1.921 -1.631 0.020 0.005 0.001
H 8.855 2.053 -3.524 0.044 -0.116 -0.073
H -4.765 -3.825 -0.823 0.003 0.007 -0.010
O -3.924 -2.393 -2.702 -0.008 -0.010 0.010
C 3.185 -2.621 -1.678 -0.131 -0.103 0.019
H 0.933 -2.764 -1.800 0.056 -0.255 -0.199
H 8.082 -7.771 1.006 -0.003 -0.081 0.088
H 8.519 -1.059 3.049 0.045 -0.105 0.017
H -5.131 1.644 4.215 0.014 -0.008 0.037
C -0.826 -4.331 -5.758 0.047 0.194 0.000
C 4.014 -0.342 -1.750 -0.096 -0.141 -0.108
H -6.696 -0.927 5.113 -0.007 0.002 -0.019
H -5.108 -0.042 -1.090 0.032 -0.029 0.173
C 4.832 0.854 -1.371 -0.609 0.208 -0.104
H -14.717 -0.548 7.924 -0.007 -0.102 -0.057
O -6.448 0.644 7.039 0.020 -0.010 -0.073
H 9.655 -6.809 2.938 -0.041 -0.104 0.040
C -0.692 -4.155 -4.268 -0.079 0.000 0.010
H -11.449 4.155 2.141 -0.033 0.111 0.025
H 8.560 8.042 -7.806 -0.075 0.041 -0.073
O -11.994 0.889 7.723 -0.061 0.035 0.099
H -3.426 1.550 4.690 0.064 0.125 -0.010
H 4.807 -1.753 -0.404 0.228 -0.215 -0.134
H -0.774 -5.118 -2.364 -0.008 0.008 -0.004
C 9.467 6.953 -10.267 0.125 -0.155 -0.012
H 0.608 0.501 -3.705 0.101 -0.155 -0.205
O 6.649 -0.869 0.604 -0.025 0.021 0.101
H -13.073 3.969 4.261 0.007 0.123 -0.029
H -13.829 -0.066 5.442 -0.031 -0.122 0.003
H -13.527 -0.402 9.235 0.006 0.004 -0.004
H 4.158 1.701 -1.242 0.079 0.086 0.036
H -7.972 0.095 4.419 -0.136 -0.040 0.018
H 9.111 -5.321 3.742 -0.004 -0.001 -0.004
O 3.555 -3.760 -1.832 -0.064 -0.141 0.285
C 7.828 -5.993 2.171 -0.040 -0.025 -0.022
H -9.112 1.858 6.059 -0.036 -0.222 0.173
H 6.756 -0.848 3.111 0.008 0.005 -0.009
O 6.612 0.479 -2.944 -0.016 -0.079 0.000
C 7.504 -1.479 1.213 0.043 0.000 -0.014
H -12.332 3.412 5.779 0.024 0.000 0.000
C 10.009 3.651 -4.366 -0.005 -0.018 -0.010
C 4.104 -1.544 -1.197 -0.066 0.009 0.215
C -10.616 4.192 2.845 0.154 -0.147 0.011
Cl 5.858 2.955 -2.853 -0.006 -0.050 0.093
H 8.293 -6.862 4.073 0.052 -0.100 -0.036
C 8.784 -6.263 3.306 -0.007 0.216 0.001
H 9.544 -1.919 0.743 0.002 -0.078 0.098
C 1.709 -0.963 -2.585 -0.178 0.085 -0.234
O -4.681 0.191 2.227 0.025 -0.003 -0.019
H -0.660 -3.378 -6.254 -0.001 0.002 0.009
C 2.982 -0.198 -2.825 0.117 -0.275 0.031
C 9.726 3.446 -5.834 0.035 0.220 0.106
H 10.100 2.720 -2.446 0.002 0.012 -0.006
C -10.990 3.482 4.123 -0.029 0.008 0.052
H 5.320 0.663 -0.417 0.324 -0.018 -0.089
C -4.735 -2.786 -0.501 0.050 -0.182 -0.151
H 7.273 7.012 -8.464 0.011 0.110 -0.033
H 6.599 -6.857 0.657 0.003 0.008 0.005
C 0.423 -0.286 -2.976 0.080 0.569 0.245
H -5.737 -2.470 -0.208 0.048 0.072 0.110
H 9.814 7.982 -10.164 -0.105 0.043 -0.021
H -13.468 -1.790 8.129 -0.091 -0.018 -0.071
H -12.580 -1.309 5.648 -0.117 -0.031 -0.014
C -4.109 1.803 3.878 -0.263 -0.132 -0.070
H -0.326 -0.984 -3.327 0.054 -0.157 -0.055
H -2.385 0.342 1.223 0.077 0.003 -0.001
O 9.870 5.354 -8.554 0.006 0.034 -0.088
H -9.531 0.563 7.189 -0.088 0.038 -0.116
O 0.319 1.643 -1.446 0.026 -0.139 0.375
C -0.894 -5.380 -3.413 0.045 0.124 0.138
O -0.438 -3.078 -3.778 -0.029 -0.161 -0.075
C -13.677 -0.722 8.207 0.103 0.122 0.135
H -12.110 0.367 5.286 0.010 0.004 0.019
C 8.259 7.010 -7.996 0.060 -0.155 0.112
C 1.803 -2.162 -2.016 0.303 0.464 0.102
C -4.127 -0.445 -1.346 0.012 0.018 -0.349
O -0.900 -0.170 -0.993 -0.205 0.263 -0.034
C -7.511 0.500 6.475 0.025 0.039 0.095
C 7.562 -1.464 2.717 -0.196 0.133 0.008
H -3.749 0.069 -2.227 0.020 -0.025 -0.007
H 9.856 4.381 -6.371 0.014 -0.012 -0.037
C -3.834 0.928 2.680 0.003 -0.012 0.005


Entry 3:
32
Properties=species:S:1:pos:R:3:forces:R:3 method="wB97M-V/def2-TZVPD" smiles="CC1(C)CCc2nc3n(c(=[NH2+])c21)CCN3" lumo_energy_ev=-2.70 largest_force_ha_per_bohr=0.124 gap_ev=9.1 total_charge=+1
C 3.152 -1.156 0.071 0.428 -0.415 0.107
C 4.163 -0.019 -0.150 0.467 -0.033 -0.218
H 3.726 2.099 -0.067 -0.131 0.046 -0.002
H 1.129 -3.029 0.155 -0.040 -0.038 -0.038
C -0.627 0.183 0.039 4.059 -3.364 0.098
N 1.134 1.827 0.032 0.705 0.354 -0.095
C -1.323 2.391 0.038 -0.084 0.046 -0.028
H -1.396 2.874 -0.937 0.044 0.073 -0.037
C -2.532 1.474 0.323 0.115 0.064 0.022
H -3.400 1.759 -0.268 -0.094 -0.028 0.019
H -2.255 0.297 -2.136 0.021 0.049 -0.103
H -2.134 -0.800 2.024 0.000 0.008 0.127
H -2.801 1.548 1.376 -0.020 -0.001 0.033
H 4.574 -0.042 -1.168 -0.061 -0.070 0.179
N 3.365 1.168 0.056 0.240 -0.196 0.084
H -2.482 -2.000 0.769 -0.038 -0.187 -0.007
H 3.283 -1.632 1.048 -0.046 0.064 -0.106
H 4.993 -0.056 0.559 -0.141 -0.119 -0.105
H -3.665 -0.469 -1.400 -0.114 -0.048 -0.055
C -2.579 -0.419 -1.384 0.004 0.135 0.203
H -0.555 -2.621 0.104 0.121 0.044 0.008
C 2.048 0.930 0.025 -0.777 0.463 0.094
N 0.409 -2.325 0.078 0.417 -0.116 0.030
H -2.188 -1.399 -1.651 0.037 -0.133 -0.075
H 3.219 -1.917 -0.712 -0.049 0.099 0.099
C 0.675 -1.042 0.043 -4.744 4.235 -0.055
C -2.104 0.009 0.011 -0.280 -0.276 -0.097
C -0.166 1.444 0.039 -0.331 -0.754 0.068
H -1.198 3.173 0.784 0.015 0.056 -0.005
N 1.860 -0.472 0.025 0.319 -0.122 -0.058
C -2.628 -0.964 1.069 0.077 0.238 -0.100
H -3.696 -0.813 1.206 -0.116 -0.075 0.015


Entry 4:
13
Properties=species:S:1:pos:R:3:forces:R:3 method="wB97M-V/def2-TZVPD" smiles="C=CO.C=C" lumo_energy_ev=0.89 largest_force_ha_per_bohr=0.043 gap_ev=9.5
H 1.651 0.616 1.522 0.518 -0.226 -0.066
C -1.791 0.466 0.119 -0.128 -0.234 -0.009
C -1.529 -0.805 -0.166 -0.181 0.099 0.054
C 1.010 0.923 -0.450 1.501 -0.498 0.022
H 1.491 -1.474 -0.328 -0.045 -0.172 0.170
O 1.631 -1.174 0.582 -0.798 -0.482 0.167
C 1.426 0.147 0.566 -0.056 -0.442 0.378
H -1.617 0.885 1.107 -0.039 -0.139 -0.148
H -1.108 -1.482 0.575 -0.180 0.095 -0.096
H 0.718 0.448 -1.391 0.354 0.260 0.118
H -1.672 -1.204 -1.168 -0.059 0.047 0.143
H -2.163 1.163 -0.628 0.034 -0.160 0.075
H 1.954 1.491 -0.339 -0.920 1.854 -0.807


Entry 5:
14
Properties=species:S:1:pos:R:3:forces:R:3 method="wB97M-V/def2-TZVPD" lumo_energy_ev=0.83 largest_force_ha_per_bohr=0.024 gap_ev=9.0
C 0.542 1.171 -1.192 0.099 -0.634 -0.006
H -0.291 -1.477 -2.193 -0.093 0.064 0.248
C -0.317 1.580 0.868 0.410 -0.270 -0.998
O 0.483 -0.423 -0.589 -0.536 0.683 0.127
H -1.523 -0.617 -1.205 0.256 -0.098 0.034
H 0.101 -0.159 0.515 0.132 0.103 -0.415
C -0.584 -1.189 -1.177 0.166 -0.002 0.028
H -0.030 1.046 -2.119 0.127 0.023 0.279
C -0.502 0.569 1.780 -0.083 0.248 0.114
H -0.722 -2.089 -0.564 0.018 0.221 -0.180
H -1.515 0.202 1.980 0.280 0.126 -0.091
C 0.020 2.120 -0.237 -0.299 -0.533 1.050
H 1.618 1.224 -1.380 -0.303 0.017 0.073
H 0.199 0.462 2.614 -0.175 0.054 -0.265


Entry 6:
63
Properties=species:S:1:pos:R:3:forces:R:3 method="wB97M-V/def2-TZVPD" lumo_energy_ev="-5.37 / -5.36" largest_force_ha_per_bohr=0.043 multiplicity=2 gap_ev="6.2 / 5.2" total_charge=+2
C 2.274 3.687 -1.668 0.010 -0.081 0.043
C 0.344 2.689 -0.494 0.091 -0.177 0.027
C -0.579 -2.468 -1.754 0.538 0.399 0.483
N -0.910 5.196 -0.608 0.033 0.183 -0.138
H 4.823 6.676 -3.625 0.011 0.001 -0.020
H 2.451 9.808 -3.197 0.004 0.019 -0.022
N 1.187 -0.965 1.466 0.390 -0.325 0.585
N 4.371 9.351 -3.905 -0.086 -0.045 0.008
H -1.755 6.655 -2.803 -0.009 0.004 -0.004
C 0.359 5.071 -1.155 -0.060 0.079 -0.019
C 2.877 4.757 -2.250 0.058 0.082 0.002
C -1.895 1.774 0.478 0.124 0.016 0.064
Cl -2.401 -3.535 -3.290 -0.255 -0.089 0.002
H 2.573 8.336 -1.207 -0.017 -0.013 -0.008
H -0.945 7.286 -0.474 -0.009 -0.027 0.059
N -0.333 -1.726 -0.894 -0.406 -1.308 -1.766
H 3.770 10.326 -2.121 0.050 0.013 -0.008
H 2.253 -4.712 2.625 -0.009 0.005 0.006
C 1.149 -0.618 2.761 0.060 0.169 -0.053
C 2.191 -2.576 2.663 0.098 -0.155 0.020
H -2.325 6.468 0.212 -0.017 -0.023 0.015
C -2.421 6.658 -1.939 0.015 -0.024 -0.048
C 0.490 0.644 3.209 0.029 -0.043 -0.006
C 2.259 6.021 -2.318 0.116 0.025 -0.101
C 2.893 -3.871 2.894 -0.014 0.068 -0.007
C 3.406 9.524 -2.759 0.023 0.020 -0.040
H 2.787 2.736 -1.622 -0.016 -0.008 0.016
O -2.975 2.097 0.904 -0.069 -0.010 0.049
C -1.529 4.122 -0.129 -0.058 -0.081 0.130
H -2.537 4.255 0.246 0.002 -0.007 0.006
C 3.828 6.955 -3.997 -0.053 0.020 0.028
H 5.298 9.132 -3.530 0.007 0.034 -0.022
H 0.512 7.112 -1.869 -0.001 -0.032 -0.005
H 3.158 -3.968 3.944 -0.002 0.006 -0.007
C -0.705 -3.245 -2.982 -0.013 0.108 -0.143
C 1.769 -1.597 3.539 -0.035 0.026 0.131
H 0.792 1.486 2.585 0.011 -0.006 -0.024
H 4.662 8.134 -5.614 0.040 0.020 0.011
O -1.448 0.548 0.410 -0.426 0.471 0.061
H -3.150 5.858 -2.069 -0.004 0.008 -0.003
Cl 0.012 -2.308 -4.335 -0.086 -0.038 0.326
H 1.889 -1.595 4.609 -0.012 -0.010 -0.020
F 4.114 4.615 -2.761 -0.010 -0.031 0.064
H 0.761 0.863 4.239 0.000 -0.008 -0.001
H 4.465 10.222 -4.430 -0.023 -0.013 0.005
O 0.996 1.589 -0.353 0.760 1.623 -0.685
C 3.932 8.228 -4.813 0.002 0.043 -0.008
H 4.263 7.968 -1.547 0.002 0.007 0.040
C -0.977 2.861 -0.064 -0.221 0.067 0.027
N 1.827 -2.168 1.441 -0.093 -0.067 -0.078
N 2.866 7.156 -2.922 -0.006 -0.033 0.034
H -0.596 0.551 3.152 -0.010 0.004 0.004
V 0.232 -0.091 -0.063 -0.519 -0.655 0.887
Cl 0.188 -4.753 -2.798 0.075 -0.235 0.011
C 1.003 6.154 -1.772 -0.107 0.057 0.032
C -1.654 6.478 -0.643 0.063 -0.039 0.011
H 3.492 6.160 -4.659 0.003 -0.007 0.022
H 3.806 -3.936 2.302 0.007 0.009 0.005
H -2.958 7.605 -1.920 0.002 -0.003 -0.002
H 2.968 8.515 -5.226 -0.001 0.037 0.001
C 0.996 3.823 -1.108 0.045 0.039 0.017
H 1.953 -2.661 0.572 -0.056 0.045 0.042
C 3.295 8.212 -2.012 0.036 -0.112 -0.034